ORCA calculation (ωB97M-V with the def2-TZVPD basis set) on a cluster of 4 separate species, C4H13N3O in total.

Atoms and positions in Å:
C  0.4103  0.2723  -2.1734
C  1.1754  1.2186  -0.0275
C  0.0758  1.7392  0.8535
N  0.2095  -1.0158  -2.1708
H  0.9755  -1.6324  -2.4012
H  -0.5153  -1.3367  -1.3986
H  1.2578  0.6929  -2.6993
H  -0.4321  0.8847  -1.8919
H  2.1355  1.0911  0.4682
H  1.3617  1.8839  -0.8684
H  -0.1147  1.0942  1.7180
H  0.3194  2.7277  1.2578
H  -0.8686  1.8162  0.3133
C  -1.7869  -1.3569  1.0268
O  -1.1738  -0.9226  -0.1089
N  1.0320  -0.8986  0.2838
N  1.1330  -1.1861  1.4153
H  0.7012  -0.6233  2.1812
H  -1.1714  -1.1979  1.9518
H  -2.0025  -2.4419  1.0315
H  -2.7219  -0.8085  1.2391

* molar mass: 119.2 g mol⁻¹
* E_HOMO (alpha / beta): -7.5 / -7.5 eV
* E_LUMO (alpha / beta): -0.099 / -0.097 eV
* net charge: 0



ORCA calculation (ωB97M-V with the def2-TZVPD basis set) on a structure of composition C9H9N2O2S.

Atoms and positions in Å:
C  3.1418  0.8864  -0.6324
C  2.3909  2.0061  -0.0325
C  2.5300  -0.3540  -0.6828
C  1.1891  1.6703  0.4700
C  1.2443  -0.6724  -0.2429
C  0.5383  0.3386  0.3651
C  0.7745  -1.9978  -0.1340
C  -0.4396  -2.1848  0.4597
C  -1.2625  -0.9844  0.8880
N  -0.6077  0.1994  0.9872
N  -2.4868  -0.6913  -0.5488
O  -4.7045  0.3699  -1.0957
O  -3.1906  1.6709  0.3369
S  -3.7357  0.2108  0.0018
H  4.2335  0.9821  -0.8274
H  2.7355  2.9968  -0.1964
H  3.2776  -1.0541  -1.1002
H  0.4960  2.2623  0.9721
H  1.1768  -2.9249  -0.4267
H  -0.8675  -3.1398  0.6650
H  -2.1174  -1.0928  1.4769
H  -2.3126  1.7817  0.6356
H  -2.0033  -0.2790  -1.3384

* molar mass: 209.3 g mol⁻¹
* E_HOMO: -3.5 eV
* E_LUMO: 3.497 eV
* net charge: -1



It is found that the ΔE to the lowest compared entry with this formula, charge and spin values, taken in the order of the records, are 179.9, 60.5 kcal per mole.